Version one
# C41H46AsN5O3SbScSe4

A structure of composition C41H46AsN5O3SbScSe4 (ωB97M-V/def2-TZVPD, the OMol25 dataset).

Its charge is -2. For the molar mass, the calculation gives 1214.33 g mol⁻¹. The HOMO energy comes out at -1.511 eV. The HOMO-LUMO gap comes out at 5.13 eV.

Structure (XYZ):
```
102
C41H46AsN5O3SbScSe4, DFT ωB97M-V/def2-TZVPD
Sb -4.8063 1.5003 -1.8405
Se -2.4454 0.7407 -1.2835
Se -5.6021 -0.6620 -2.7513
Se -4.3147 3.2958 -3.4667
Se -5.7642 2.1466 0.3222
As 0.6444 -0.5418 2.1713
Sc -0.2288 0.3213 -1.0391
O -0.0080 1.7999 0.3767
O -0.8767 -1.4409 -0.0813
O -0.5110 -0.3184 -3.3479
N 2.8902 1.2286 -1.0610
N -2.3149 -1.5630 -3.9854
N -1.9628 0.5657 -4.8294
N 1.2046 -1.7268 -1.7327
N 0.5249 2.2813 -2.3000
C -2.3312 -5.0381 -1.4757
C -0.8557 3.6672 -0.8043
C 1.7999 2.4479 4.9796
C 1.0378 1.5775 4.2038
C -1.7801 4.7064 -0.8939
C -2.6376 -3.0148 -0.1563
C -1.5995 3.2177 1.4299
C 1.3140 -2.3049 2.7774
C 3.6173 -1.0307 -1.9372
C -1.3521 -2.5530 -0.5243
C 3.5502 -0.0401 -0.7862
C -3.5268 -0.3351 4.4064
C 1.1255 -3.3520 1.8739
C -2.1899 -0.0579 2.4190
C -1.5658 -0.4306 -4.0119
C 2.9581 2.0595 0.1349
C -1.0911 -4.5837 -1.8661
C 2.3962 -3.8581 4.2870
C -2.5489 4.2184 1.3053
C 1.9601 -2.5714 3.9848
C 0.6542 -2.8550 -1.9612
C -0.6017 -3.3497 -1.4146
C -0.0768 3.3688 -2.0106
C -2.6544 4.9749 0.1403
C 3.4434 1.9792 -2.1949
C -3.1113 0.5006 -5.7206
C 2.1945 -4.8956 3.3841
C 3.8066 1.3462 4.2571
C 2.3125 -1.4070 -2.6226
C 1.6501 0.5798 3.4504
C 3.0441 0.4841 3.4796
C -3.1034 -4.2221 -0.6267
C -3.4167 0.0426 3.0768
C -1.0754 -0.5281 3.1022
C 1.2516 2.3035 -3.5730
C -1.1871 -0.9015 4.4424
C 2.7212 1.8358 -3.5282
C 1.5575 -4.6391 2.1769
C -0.7876 2.8723 0.3509
C 3.1830 2.3339 5.0127
C -2.4100 -0.8126 5.0922
H -1.5897 1.4693 -4.5877
H -0.3227 -1.2651 4.9858
H 1.3927 -5.4379 1.4633
H -2.4907 -1.1081 6.1319
H -2.1230 0.2474 1.3805
H 2.3636 2.9595 -0.0021
H -4.4798 -0.2522 4.9163
H -2.9102 -0.1809 -6.5523
H 3.4379 3.0371 -1.9197
H -0.4842 -5.1675 -2.5527
H -3.3012 1.5017 -6.0933
H 4.0726 -1.9344 -1.5182
H 4.3011 -0.6819 -2.7194
H -4.2596 0.4396 2.5200
H 2.8227 0.8195 -3.8873
H -4.0104 0.1947 -5.1887
H 0.7109 1.6759 -4.2830
H 2.8910 -4.0480 5.2324
H 4.5835 0.1221 -0.4204
H 0.6326 -3.1580 0.9299
H 3.0021 -0.5056 0.0383
H 2.5423 1.5278 0.9839
H -0.0296 4.1978 -2.7274
H -2.0690 -2.1462 -3.1949
H 3.5446 -0.2760 2.8883
H 3.2625 2.4498 -4.2563
H 2.5321 -2.2345 -3.3107
H 4.5025 1.7089 -2.3322
H -3.4445 5.7020 0.0192
H -3.2536 4.3792 2.1129
H -3.2499 -2.3726 0.4631
H 4.8862 1.2529 4.2649
H -0.0400 1.6843 4.1843
H -1.5493 2.6091 2.3256
H -2.7165 -5.9818 -1.8384
H 2.1320 -1.7728 4.6967
H 1.1194 -3.5238 -2.6987
H 4.0059 2.3341 0.3580
H 3.7725 3.0146 5.6150
H -1.8621 5.2529 -1.8274
H 2.5316 -5.8978 3.6207
H 1.3036 3.2187 5.5570
H 1.2397 3.3278 -3.9623
H 1.9257 -0.6010 -3.2352
H -4.1042 -4.5386 -0.3551
H -3.3253 -1.4048 -4.0353
```


Version two
# C41H46AsN5O3SbScSe4

A structure of composition C41H46AsN5O3SbScSe4 (ωB97M-V/def2-TZVPD, the OMol25 dataset).

Its charge is -2. For the molar mass, the calculation gives 1214.33 g mol⁻¹. The HOMO energy comes out at -0.536 eV. The HOMO-LUMO gap comes out at 3.81 eV.

Structure (XYZ):
```
102
C41H46AsN5O3SbScSe4, DFT ωB97M-V/def2-TZVPD
Sb 4.7569 -1.2423 3.0259
Se 6.7533 -1.7639 1.7078
Se 5.4981 0.6573 4.3803
Se 4.5359 -3.0461 4.6522
Se 2.7938 -0.8045 1.6143
As -1.9553 -0.3989 -0.1017
Sc 1.1404 -0.3190 0.2822
O 1.0896 -1.7415 -1.0943
O 0.5545 0.8407 -1.5713
O -0.0467 -1.4828 1.4090
N 3.3382 -0.1151 -1.2903
N 2.5660 2.5156 0.7464
N -0.0072 1.3092 1.6004
N -0.5513 0.4699 -3.5136
N 1.1134 2.0844 -3.3452
C 4.6572 0.2701 -0.8529
C -1.9457 -3.2950 -0.2945
C -5.6936 2.2602 -1.3734
C 0.2849 -1.4679 2.6698
C 0.3553 -0.2571 3.4257
C 1.7235 3.6751 0.4253
C 3.7860 2.5632 -0.0713
C 0.2064 -2.6173 -3.0755
C 3.2674 -0.4971 -2.5062
C -4.4319 2.5634 -1.8508
C 1.1575 -2.6749 4.5843
C -3.4018 0.6302 3.7154
C 0.0812 1.0105 2.8596
C -3.5261 0.6274 -0.7327
C 1.2293 -2.0893 -5.1851
C 2.9177 2.5582 2.1703
C -3.9935 -3.5281 -2.1244
C 1.2610 -1.4826 5.3110
C -3.0357 0.6383 2.3814
C -2.3667 -4.5495 -0.6988
C -2.5702 -2.1401 -0.7609
C 2.1828 -1.3445 -4.5260
C -3.5827 -2.2755 -1.7030
C 0.6328 -2.6724 3.3198
C -2.8055 -1.7283 2.4123
C -2.7020 -0.5343 1.7115
C 4.7577 1.4118 0.1559
C -5.8797 1.1325 -0.5909
C 0.2448 -2.7386 -4.4408
C -3.4025 -4.6690 -1.6098
C 1.0540 2.4427 -4.7393
C -0.4608 2.6398 1.2915
C -3.4668 -0.5682 4.4058
C -3.3580 1.7516 -1.5285
C -4.8031 0.3290 -0.2758
C 0.2679 3.3175 0.1392
C 2.1796 -1.1962 -3.1368
C 0.4183 1.0743 -2.7665
C -3.1838 -1.7500 3.7428
C 0.8247 -0.3128 4.7536
C 1.1640 -1.8461 -2.3645
H 1.2554 -2.1949 -6.2626
H -1.5170 2.5537 0.9816
H -4.2818 3.4423 -2.4625
H -0.4054 0.3759 -4.5052
H 0.9066 0.6209 5.2958
H 5.1017 -0.6267 -0.3850
H 2.1106 4.1931 -0.4648
H 1.7528 4.3998 1.2517
H -0.4898 -3.3536 -4.9482
H -2.5726 -2.6650 1.9224
H -1.0934 -3.2102 0.3713
H 4.6002 1.0228 1.1585
H 5.2826 0.5049 -1.7325
H -3.7386 -5.6474 -1.9276
H 4.1500 -0.3574 -3.1618
H 3.7088 3.2904 2.3783
H -4.0608 -1.3934 -2.1174
H -0.0385 1.8201 3.6004
H -0.2701 4.2378 -0.1126
H -4.7839 -3.6136 -2.8590
H 4.3122 3.5184 0.1230
H 2.9656 -0.8548 -5.0948
H -6.8648 0.8845 -0.2196
H 0.2193 2.6642 -0.7270
H 2.0405 2.8108 2.7618
H 5.7851 1.7798 0.1184
H 3.2510 1.5821 2.5212
H -0.9359 -0.3630 -3.0803
H -3.7328 -0.5778 5.4544
H 0.5930 -3.5772 2.7235
H -1.8824 -5.4355 -0.3095
H -3.0136 1.5858 1.8498
H 1.8754 2.4452 -2.7886
H -3.2443 -2.6947 4.2684
H -3.6239 1.5671 4.2162
H -4.9549 -0.5496 0.3413
H 1.5524 3.3996 -4.8816
H 0.0114 2.5489 -5.0448
H -0.5604 -3.1146 -2.4937
H -6.5319 2.9005 -1.6088
H 3.4730 2.5613 -1.1261
H -0.4349 3.2824 2.1907
H -2.3631 1.9968 -1.8909
H 1.5363 1.6961 -5.3808
H 1.5535 -3.5872 5.0070
H 1.7338 -1.4931 6.2805
```


Among the structures shown above, version one is the most stable, with the second-best lying 229.3 kJ/mol higher.